Entry from OMol25: a 4-piece molecular cluster, C2H11O3S overall at a distorted geometry (ωB97M-V with the def2-TZVPD basis set).

Structure (ORCA input):
```
! wB97M-V def2-TZVPD RIJCOSX def2/J DEFGRID3
* xyz 0 2
O -2.09 1.26 2.26
H -1.23 1.47 -1.15
C 0.70 1.05 -2.06
S 0.42 1.71 0.59
H -0.59 -0.05 -0.66
H 1.88 -0.83 1.06
O 1.48 -1.67 1.23
H 0.92 2.11 -2.20
C -0.29 0.97 -0.89
H 1.55 0.40 -1.88
O -0.33 -3.32 -0.32
H 0.26 0.78 -3.02
H -2.09 2.12 2.69
H -0.94 -2.95 0.33
H -1.13 1.14 2.15
H 1.01 -1.38 2.02
H 0.48 -2.80 -0.13
*
```

Output
E_tot in eV: -19228.725

=====

Entry from OMol25: a 5-piece molecular cluster, H10O5 overall (ωB97M-V with the def2-TZVPD basis set).

Structure (ORCA input):
```
! wB97M-V def2-TZVPD RIJCOSX def2/J DEFGRID3
* xyz 0 1
H 5.46 5.58 2.24
H 7.27 4.84 7.38
O 3.01 3.40 4.39
O 6.53 5.00 6.77
H 3.93 3.13 4.17
H 4.28 2.98 6.43
H 5.88 3.78 3.85
H 6.50 3.50 5.20
O 5.45 5.64 3.19
H 4.51 5.83 3.40
H 5.77 4.44 7.01
O 6.03 3.06 4.49
O 4.18 3.59 7.15
H 3.23 3.71 7.23
H 3.15 4.24 4.86
*
```

Output
SMILES string: O.O.O.O.O
E_tot in eV: -10400.159

=====

Entry from OMol25: C14H22N4O3S as an isolated structure at a distorted geometry (ωB97M-V with the def2-TZVPD basis set).

Structure (ORCA input):
```
! wB97M-V def2-TZVPD RIJCOSX def2/J DEFGRID3
* xyz 0 1
C -1.58 -0.48 0.26
H 2.67 -3.73 -1.03
H 0.43 4.29 1.16
H 0.92 -3.06 1.10
H 1.31 1.96 1.14
O -5.03 0.12 0.47
H 3.34 1.40 0.29
H -0.76 -4.92 -0.56
H -4.23 -1.34 1.93
C -3.29 -1.79 1.54
N -3.45 1.32 -0.73
C 1.78 2.53 0.59
H 1.92 4.11 2.32
C 1.85 -3.68 -0.61
H 2.13 4.94 0.55
H 0.08 3.13 -0.71
H 2.60 -3.28 1.32
C 1.86 -2.92 0.63
C 3.12 2.45 0.67
C 1.13 2.68 -1.00
O 0.78 -3.47 -1.43
H -3.22 -2.65 1.27
H -1.38 -3.83 -1.76
N -2.93 -0.76 0.62
C -0.58 -3.91 -0.90
C 1.50 4.00 1.28
N 0.03 0.55 -0.83
H 0.59 1.59 -2.53
H -4.22 1.86 -1.01
O -1.95 2.42 -1.81
C 0.46 -0.58 -0.10
N -0.61 -1.14 0.55
S 2.03 -1.28 0.35
C -3.92 0.18 0.03
C 1.02 1.13 -1.61
H 1.78 3.12 -1.53
C -1.29 0.80 -0.57
C -2.25 1.48 -1.02
H 1.51 -4.70 -0.15
H 1.99 0.90 -1.55
H -2.53 -1.73 2.19
H 3.77 3.24 -0.34
H 3.64 2.50 1.57
H -1.05 -3.44 -0.04
*
```

Output
E_tot in eV: -37801.525

=====

Entry from OMol25: F3H4Hf2O2 as an isolated structure at a distorted geometry (ωB97M-V with the def2-TZVPD basis set).

Structure (ORCA input):
```
! wB97M-V def2-TZVPD RIJCOSX def2/J DEFGRID3
* xyz 5 1
H -1.22 -2.39 -0.32
Hf -1.28 0.29 -0.23
Hf 2.31 -0.30 1.02
O -0.16 1.89 -0.53
H -0.06 -1.66 0.31
O -0.89 -1.51 -0.15
F -1.46 -0.43 1.50
H 0.19 2.15 -1.38
H -0.03 2.65 0.04
F 0.51 0.15 0.51
F 2.07 -0.84 -0.76
*
```

Output
E_tot in eV: -14844.285

=====

Entry from OMol25: one molecule with the formula C7H8N2 at a distorted geometry (ωB97M-V with the def2-TZVPD basis set).

Structure (ORCA input):
```
! wB97M-V def2-TZVPD RIJCOSX def2/J DEFGRID3
* xyz 0 1
C -1.11 1.56 0.04
C 1.73 -0.80 0.06
H 0.47 -2.29 -0.94
C 1.32 0.65 0.00
C 0.47 -1.69 -0.02
H 0.42 -2.38 0.82
H 1.82 2.52 -0.10
C -0.68 -0.77 -0.01
H 2.43 -1.00 -0.76
C -2.27 0.85 0.00
C -2.00 -0.56 -0.04
H -3.26 1.27 -0.01
N -0.05 0.73 0.04
H -0.99 2.63 0.09
H 2.27 -0.96 0.99
N 2.18 1.57 -0.07
H -2.76 -1.31 -0.09
*
```

Output
SMILES string: [H]/N=C1/CCc2cccn21
E_tot in eV: -10367.920

=====

Entry from OMol25: C5H11N3O as an isolated structure at a distorted geometry (ωB97M-V with the def2-TZVPD basis set).

Structure (ORCA input):
```
! wB97M-V def2-TZVPD RIJCOSX def2/J DEFGRID3
* xyz 0 1
H -0.65 -1.72 -2.22
H -0.55 2.63 0.56
H 2.97 -1.46 -0.56
C -0.87 -1.44 -1.18
C 1.78 1.03 0.02
C 1.45 -0.32 -0.42
H -1.19 -0.95 1.80
H -0.40 0.53 -1.59
N 1.96 -1.48 -0.44
N 0.81 0.65 1.07
H -1.95 -1.38 -1.06
N -0.20 -0.18 -0.89
H -0.51 -2.24 -0.54
H 1.52 1.87 -0.63
H -1.53 0.67 2.42
C -1.50 0.06 1.51
O -0.98 1.92 0.08
H -2.49 0.04 1.07
H 2.78 1.11 0.44
C -0.49 0.68 0.57
*
```

Output
E_tot in eV: -11877.768

=====

Question: The highest E_tot belongs to which entry?
Answer: C7H8N2

=====

Question: Which of these has the highest E_tot?
Answer: C7H8N2